Formula: C87H187N13O13
Source: the OMol25 dataset
Level of theory: ωB97M-V/def2-TZVPD

Geometry as XYZ:
```
300
Properties=species:S:1:pos:R:3:forces:R:3:lowdin_charge:R:1
O -1.9589 4.5467 3.5615 1.3 0.1 0.7 -0.02
O 3.0941 -3.6318 3.8453 -0.8 0.4 0.8 -0.03
O 2.2069 -4.5504 -1.6696 2.0 -2.6 0.4 0.07
O -3.8350 -5.4714 2.0908 0.9 -0.2 -0.2 -0.04
O -2.6841 0.3329 -3.4335 -0.1 -0.7 -1.5 -0.02
O -0.5383 -0.6551 -1.8109 1.0 0.0 0.8 -0.04
O 3.7638 -0.7010 -7.5643 -1.0 -0.5 -0.1 -0.03
O -3.5204 5.8381 -3.7802 0.2 -0.6 0.5 0.03
O -5.7661 -1.5970 3.4957 0.8 0.3 1.0 -0.05
O -8.3080 1.2041 -2.2788 1.2 -1.0 -0.4 0.01
O 5.6716 5.4240 -5.6415 -0.4 -1.0 -0.3 -0.05
O -5.0074 -2.2732 -2.7314 -0.5 1.0 -1.0 0.05
O 5.6219 -0.5089 -0.1940 0.9 0.4 0.7 -0.05
N -3.2603 -6.2760 1.0120 -0.5 0.3 0.0 -0.08
N 1.5795 -2.5614 -0.8191 0.1 -0.2 0.1 0.02
N 0.1882 0.1403 -0.8678 0.5 -0.3 0.8 -0.08
N 6.7840 0.1157 0.4532 0.5 -1.1 -0.5 -0.07
N 2.4290 -0.3023 -7.9691 0.3 0.9 -0.3 -0.09
N 2.6146 -3.0852 5.1179 0.6 0.2 -0.2 -0.06
N -6.1158 0.6115 -2.5754 0.8 -0.2 -0.3 0.01
N -2.0048 -1.6187 -4.3867 -0.1 1.8 0.5 0.03
N -5.0111 -1.5278 4.7757 -0.5 -0.5 -1.2 -0.04
N 4.3227 5.1759 -5.1888 0.2 0.2 -0.3 -0.06
N -1.4496 5.2083 4.7474 -0.7 0.9 -0.1 -0.09
N -4.3837 -2.8481 -0.6192 -0.7 -0.1 0.6 0.03
N -2.9563 4.0706 -2.4221 0.2 -0.3 -1.1 0.02
C 4.8314 5.5001 -2.7053 0.1 -0.2 0.4 -0.02
C 1.7735 1.9863 -0.3899 -0.5 -0.4 -0.6 -0.12
C 4.2227 4.5791 -3.8128 1.4 1.2 -0.2 -0.48
C 1.9819 5.8775 -5.2946 0.2 0.6 0.6 -0.12
C 8.1935 -1.9111 0.2585 -0.9 0.3 0.0 -0.03
C -3.4263 -8.3845 2.4513 -0.1 0.6 0.1 -0.02
C 1.8175 5.4727 -3.8151 0.3 -0.4 -0.2 -0.15
C -0.2683 3.4679 6.0492 0.2 0.1 -0.3 -0.03
C -5.3221 -7.4794 1.0218 0.9 -1.1 0.9 -0.04
C 2.3396 1.1404 -6.0068 -0.6 -0.2 -0.4 -0.04
C 5.0545 3.2747 -3.8498 -1.7 0.6 0.7 -0.01
C -1.9727 1.0861 0.0528 0.8 0.3 -0.8 0.00
C -0.2728 6.1012 4.4894 -0.8 -0.7 0.1 -0.50
C 1.4181 -1.1072 4.0345 0.1 -0.1 -0.2 -0.03
C -3.3053 -8.4960 -0.1044 -0.9 0.6 2.0 -0.13
C -2.9088 -2.2678 3.7653 0.2 1.1 0.6 -0.03
C -3.3034 4.6544 -1.1536 -0.1 0.2 1.0 -0.08
C 3.8259 7.6284 -5.2672 -0.5 0.7 0.5 -0.03
C 5.1571 1.2852 1.9645 0.4 -1.0 0.1 -0.03
C 0.4940 -3.3976 -2.8335 0.1 -0.3 0.3 0.00
C 2.7556 4.3221 -3.4597 0.3 -0.7 -0.1 -0.15
C -2.1811 -2.8005 -5.1464 -0.8 -0.5 -0.6 -0.07
C -1.4877 4.3851 5.9496 0.0 -0.3 -0.2 -0.52
C -1.4455 5.3135 7.1858 -0.2 0.1 -0.5 -0.12
C -2.7966 3.5973 6.0142 -0.3 -0.2 0.2 -0.04
C -5.4470 1.8354 -2.1379 -1.3 0.6 -0.6 -0.07
C 3.8165 -0.9290 4.7166 -0.3 -0.5 0.4 -0.03
C -1.8138 -8.3798 -0.3443 -0.4 0.5 -0.4 -0.17
C -5.8955 -0.9268 5.8003 0.0 -0.8 -0.2 -0.52
C -0.3966 -0.1452 -8.4286 -0.1 -0.2 0.3 -0.18
C -1.8125 -6.0418 0.8763 0.4 -0.3 0.5 -0.49
C 6.0110 2.2627 -0.2045 0.1 0.2 1.2 -0.04
C -3.6125 -1.0744 4.4726 -0.3 -0.2 -0.1 -0.47
C -0.9614 -6.3982 2.1231 -0.7 -0.1 -0.4 -0.02
C -5.0644 -0.8425 7.0805 0.7 0.6 -0.3 -0.13
C -0.8647 -0.9461 1.0287 0.0 -0.3 -0.1 -0.02
C 0.7263 -1.7571 6.9036 0.8 0.2 -0.2 -0.18
C 0.9127 2.4687 0.7675 -0.8 -0.7 0.2 -0.14
C 0.9582 -3.2431 6.9694 0.7 -0.7 -0.9 -0.14
C -7.4559 0.3612 -2.6043 -0.2 1.4 0.6 -0.53
C -4.1407 -4.4602 -2.3733 0.0 -0.7 -0.1 0.00
C 8.7591 -0.1417 1.8883 -0.9 -0.5 -0.7 -0.14
C -2.7287 -0.4325 -4.4291 1.4 -1.1 2.1 -0.46
C -1.6071 -4.5512 0.5597 -0.4 -0.5 -0.1 -0.02
C 1.5253 -3.5856 -1.7101 -2.1 2.9 -0.5 -0.58
C 1.9319 -1.0655 -9.1453 0.7 -0.7 0.9 -0.50
C 2.5795 -2.5452 0.2365 -0.3 -0.5 0.0 -0.07
C 6.7063 -1.6569 2.2837 0.9 0.3 -0.3 -0.02
C 7.5408 2.0300 1.8484 0.7 0.5 -0.8 -0.12
C -3.7811 -7.6489 1.1596 -0.4 -0.1 -1.8 -0.50
C 0.5773 -0.4398 -9.5777 0.8 0.1 0.9 -0.12
C 0.8623 5.4776 3.6520 -0.8 0.5 0.2 -0.02
C 2.2467 -5.2024 6.2321 -0.3 0.3 -0.4 -0.04
C 1.5984 0.0354 -6.7944 0.3 -0.3 -0.3 -0.49
C -4.7899 -1.6456 0.1225 -0.5 -0.8 -0.4 -0.03
C -6.4424 0.4432 5.4473 0.3 0.6 0.5 -0.03
C 6.3864 1.3916 1.0284 -0.5 0.4 0.3 -0.50
C -2.9090 -0.9030 5.8333 0.1 0.1 0.2 -0.14
C 2.1569 0.4210 -2.2789 -1.0 0.7 -0.3 -0.01
C 0.3819 -4.3186 4.6926 0.7 0.8 1.3 -0.01
C 3.4287 6.2428 -5.7256 -0.3 -1.3 -0.2 -0.51
C 1.0522 1.1585 -1.5020 -0.6 0.4 0.1 -0.45
C 1.7513 -2.6198 -8.9430 0.3 1.7 0.1 -0.02
C -1.4064 -6.8901 -0.3638 0.0 -0.3 0.9 -0.11
C -0.8484 7.2992 3.7512 0.3 0.5 0.3 -0.04
C 2.0192 -1.1126 6.4377 0.5 -0.8 -1.1 -0.13
C 3.4782 6.1849 -7.2911 0.2 0.0 1.5 -0.02
C -4.5812 -3.0879 -1.9561 1.0 -0.7 2.2 -0.53
C -7.8479 -1.0412 -3.0056 -0.1 0.2 -0.6 -0.01
C 0.2800 6.6080 5.8632 0.3 -0.7 -0.6 -0.15
C 0.1644 1.2460 1.3586 1.3 0.9 0.5 -0.13
C -0.8038 6.6735 6.8955 -0.1 0.1 0.5 -0.18
C -3.4771 0.1709 3.5456 0.1 -0.9 0.9 -0.01
C 1.5370 -3.9320 5.6876 -0.6 -0.3 -0.1 -0.48
C -3.6943 -0.1496 6.8959 -1.2 -0.1 -0.7 -0.17
C 0.2445 2.0874 -2.4439 0.2 0.6 -0.4 0.00
C -3.1249 4.6858 -3.6407 -0.6 0.8 0.7 -0.54
C 8.4211 1.0863 2.6899 -1.1 0.0 0.2 -0.18
C 0.2394 0.6328 -7.2875 1.5 -0.6 0.0 -0.12
C -2.7774 3.8984 -4.8662 0.1 -0.5 -0.7 0.00
C -3.4605 -0.1124 -5.6965 0.2 -0.3 1.3 0.03
C -7.1436 -1.8646 6.0632 1.3 0.8 -0.3 -0.02
C 7.5416 -0.8927 1.2377 0.7 0.4 -0.2 -0.48
C -0.6179 0.4111 0.3656 -0.6 -0.4 -1.0 -0.46
C 1.3372 -1.1969 -5.8894 -0.5 0.8 -0.6 -0.02
C 2.9905 -0.8782 -10.2487 -0.6 0.2 0.0 -0.05
C 2.4745 -1.6095 5.0247 -0.7 -0.2 0.7 -0.50
H 5.9226 3.3120 0.1106 0.0 -0.2 -0.1 0.08
H 5.4071 0.7818 2.9055 0.2 0.4 0.0 0.06
H -3.2255 -2.4099 2.7307 -0.1 -0.1 0.1 0.05
H 4.1536 -1.1152 3.6976 0.0 0.0 0.1 0.06
H -8.8797 -0.9275 -3.3419 0.0 -0.5 0.4 0.08
H -6.2221 2.3956 -1.5893 0.7 -0.2 0.5 0.09
H 2.6514 -3.0499 -8.5083 0.0 0.0 -0.1 0.08
H -2.5704 3.1349 -2.5050 -0.3 0.2 0.5 0.09
H 0.6099 4.0631 6.3015 0.0 -0.1 0.2 0.07
H -0.5566 -4.3271 0.4001 0.2 0.0 0.0 0.08
H 3.0110 -4.8131 6.9079 0.2 -0.5 -0.2 0.08
H -1.5298 -1.6072 0.4685 -0.1 0.2 -0.1 0.08
H 4.1146 6.2266 -2.3177 0.1 0.2 -0.3 0.07
H -0.5038 -3.5650 -2.4159 0.0 -0.1 0.0 0.07
H -5.7738 -8.4743 1.0088 0.0 0.0 -0.2 0.09
H 0.7822 5.1706 -3.6359 0.0 0.0 0.0 0.10
H -1.3691 6.9831 2.8560 0.0 0.1 -0.3 0.08
H -3.9186 -8.1767 -0.9465 0.3 0.1 -0.3 0.11
H 5.7484 6.0073 -3.0036 -0.1 0.2 -0.4 0.07
H 8.2655 2.5714 1.2126 -0.4 -0.4 -0.4 0.12
H 1.5939 -2.9904 -9.9534 -0.2 -0.5 0.2 0.08
H 2.5237 2.0100 -6.6406 -0.2 0.0 -0.1 0.08
H -5.1724 2.5266 -2.9451 -0.2 -0.4 -0.4 0.07
H 0.7362 -0.9138 -5.0206 0.4 0.1 0.2 0.06
H 2.7311 -0.1591 -1.5632 0.2 -0.3 -0.3 0.07
H 3.8503 -4.1626 4.1177 0.1 0.1 0.0 0.09
H 1.5176 2.9716 1.5304 0.0 -0.3 0.0 0.10
H 6.7979 2.1746 -0.9515 -0.1 0.0 -0.1 0.09
H -0.4274 2.7406 6.8416 0.2 -0.3 -0.1 0.08
H 0.3543 3.1519 -2.2021 0.0 -0.2 0.3 0.08
H -7.7939 -1.8565 5.1900 0.0 -0.2 0.0 0.07
H -0.2344 -5.0690 5.2064 0.2 -0.2 -0.5 0.09
H 2.5638 1.3038 -0.0547 0.1 0.5 0.4 0.10
H 1.6756 6.2010 3.7349 0.4 -0.4 -0.2 0.09
H 0.8395 0.5065 -10.0683 -0.3 -0.2 -0.2 0.12
H -5.6780 -7.0302 1.9525 -0.3 0.3 -0.4 0.08
H 3.3529 7.8926 -4.3164 0.4 -0.3 0.3 0.08
H 4.5788 -1.2432 5.4388 -0.1 -0.1 -0.2 0.09
H -0.0342 3.0287 5.0810 -0.3 -0.5 0.1 0.07
H -2.8394 -3.4651 -4.5743 0.1 -0.2 -0.4 0.07
H -2.6823 -2.5316 -6.0741 0.2 -0.5 -0.2 0.08
H -2.4190 1.3441 1.0065 -0.6 -0.1 -0.1 0.08
H -4.0388 -1.4815 0.8925 0.4 0.8 -0.5 0.05
H -2.7125 -1.9013 6.2375 0.1 -0.1 -0.1 0.12
H -2.4541 4.8136 -0.4764 0.2 0.2 -0.5 0.08
H -2.0042 -3.9268 1.3619 0.2 0.0 0.1 0.07
H -1.6008 -8.8111 -1.3222 0.2 0.0 -0.1 0.11
H 3.8690 -1.5075 -10.1151 -0.1 0.0 0.2 0.08
H -3.8439 0.8859 6.5904 0.1 0.1 0.1 0.08
H -4.3320 -8.8018 2.8909 0.0 0.1 0.2 0.08
H -3.2130 0.9356 -5.8277 -0.2 0.0 -0.8 0.08
H 1.0985 4.4768 3.9974 0.4 0.1 0.1 0.06
H -1.4572 -1.8254 -3.5651 -0.2 0.7 0.4 0.08
H -5.7195 -2.5334 3.2738 0.0 0.0 0.2 0.09
H 1.6882 -0.1534 -3.0812 0.2 -0.5 0.3 0.07
H 7.4741 -2.2102 -0.5155 0.2 0.1 0.1 0.08
H 0.9719 -1.7602 -0.9249 0.1 0.0 0.0 0.07
H -3.0723 -3.1489 4.3819 0.1 -0.2 -0.3 0.09
H -3.9343 1.0283 4.0318 -0.4 0.2 -0.4 0.07
H 1.7130 -1.3967 3.0259 -0.3 -0.1 -0.1 0.07
H -4.9975 -0.9175 -0.6619 0.5 0.6 0.6 0.07
H 0.5504 5.3994 2.6137 0.0 0.0 -0.2 0.07
H -5.5007 -0.1366 -2.8681 -0.2 -0.1 0.1 0.08
H 0.5624 -1.4047 7.9184 -0.6 0.2 0.0 0.12
H -0.8222 1.8825 -2.4419 0.0 -0.2 -0.1 0.04
H -1.2614 -0.8010 2.0249 -0.3 0.1 0.2 0.05
H 4.9546 2.8728 -2.8246 0.5 -0.2 -0.5 0.07
H -4.1197 -3.6233 -0.0245 0.1 -0.1 -0.5 0.09
H -3.5196 4.1106 -5.6396 0.2 0.3 0.1 0.09
H -3.6624 -9.4825 0.2069 0.3 -0.3 -0.6 0.12
H 2.8208 6.9864 -7.6204 0.0 -0.1 -0.4 0.08
H 4.5090 6.3479 -7.5875 0.0 0.2 -0.3 0.07
H 7.9192 0.8211 3.6162 -0.1 0.0 0.3 0.10
H -1.2161 -8.9742 0.3476 -0.1 0.2 0.3 0.11
H -0.3223 -6.8730 -0.4669 0.0 0.5 -0.3 0.13
H 1.9500 -0.0434 6.2604 0.0 0.3 0.8 0.11
H 6.4961 -1.0177 3.1334 -0.4 0.1 0.1 0.05
H 2.4529 3.3616 -3.8963 -0.1 0.3 -0.5 0.09
H 1.7212 -3.4700 7.7161 -0.2 0.3 0.4 0.11
H 0.9152 0.6254 1.8534 0.1 -0.2 -0.1 0.10
H 7.3176 -2.4809 2.6796 -0.4 0.0 -0.2 0.09
H 2.7558 4.0689 -2.3951 -0.1 0.4 0.1 0.10
H -7.6812 -1.4134 6.8996 0.0 -0.2 0.0 0.08
H 1.6502 1.4474 -5.2104 0.5 0.0 0.2 0.06
H 1.0854 5.9625 6.2232 0.2 0.2 -0.2 0.11
H 9.2653 -0.9450 2.4260 0.4 0.4 0.3 0.12
H -3.8271 5.5968 -1.2910 0.2 0.1 -0.3 0.09
H 5.8528 -0.4230 -1.1251 0.0 -0.1 0.0 0.10
H 4.7786 2.2770 2.2025 -0.3 0.0 -0.2 0.09
H -4.5249 -0.2267 -5.4766 0.0 0.1 -0.3 0.10
H -2.4192 0.4126 3.4181 0.0 -0.1 0.1 0.07
H -4.2606 -5.2445 -1.6158 -0.5 0.3 0.0 0.07
H -7.2799 -1.4736 -3.8362 0.2 0.3 0.2 0.07
H 1.3916 6.7821 -5.4515 -0.2 0.0 -0.2 0.12
H -5.7044 -1.7347 0.7378 0.0 -0.5 -0.6 0.09
H -1.9475 -0.4031 5.6888 0.0 -0.1 -0.2 0.11
H -2.8019 2.9879 6.9263 0.1 0.0 -0.2 0.08
H 1.5716 5.0968 -5.9356 0.1 -0.1 0.0 0.11
H 4.4291 0.5919 1.5252 -0.2 0.6 -0.1 0.07
H -0.4759 1.5960 2.1796 -0.2 -0.2 -0.3 0.12
H -1.8418 -1.9861 3.7525 -0.2 -0.5 -0.1 0.06
H -0.3551 0.6013 -6.3714 -0.4 0.5 -0.2 0.11
H -0.9324 -7.4853 2.2512 0.3 0.2 0.1 0.08
H -1.2380 0.4427 -8.8008 0.0 -0.1 -0.1 0.11
H 2.3861 -3.3271 0.9754 0.0 0.0 0.0 0.08
H -4.7014 -4.6796 -3.2797 0.2 -0.3 0.0 0.09
H 6.2276 6.0103 -5.1060 -0.8 0.2 0.6 0.08
H 4.3415 0.0437 -7.7718 -0.3 0.1 -0.1 0.10
H -0.0463 8.0119 3.5307 -0.1 -0.1 -0.4 0.09
H -1.8457 1.9998 -0.5382 0.3 0.3 0.5 0.06
H 9.3331 1.6199 2.9313 0.2 0.1 0.3 0.11
H 1.5992 -5.8973 6.7752 -0.3 0.4 0.1 0.09
H 5.1723 4.9436 -1.8138 -0.4 -0.2 -0.4 0.07
H 0.7248 -4.1508 -3.5974 -0.2 0.3 0.1 0.09
H 0.0326 -5.9637 2.0283 0.1 -0.3 -0.1 0.08
H 0.1348 -1.1744 -10.2409 -0.2 0.3 -0.5 0.11
H 9.0979 -1.4993 -0.1887 -0.1 0.0 -0.2 0.08
H 0.6914 -1.8893 -6.4327 0.3 -0.3 0.0 0.06
H 2.7954 -1.4151 7.1477 0.1 0.5 0.0 0.13
H -5.5585 -6.9567 0.1030 -0.2 0.3 0.0 0.08
H -2.7627 -9.2234 2.2785 0.4 0.0 0.0 0.08
H 3.4334 8.4142 -5.9129 0.1 -0.1 -0.4 0.08
H -1.5467 7.8383 4.3946 -0.1 -0.1 -0.1 0.08
H -4.7837 -1.8166 7.4770 -0.7 -0.3 0.1 0.12
H 9.3904 0.2194 1.0780 0.2 -0.3 -0.2 0.11
H 8.4471 -2.8172 0.7986 0.2 -0.1 0.1 0.07
H -2.8527 4.8860 3.4797 -0.1 0.2 0.1 0.10
H 0.4548 1.6435 -7.6412 -0.2 0.2 0.3 0.12
H -5.6879 -0.2577 7.7495 0.1 -0.2 0.6 0.12
H -0.4811 7.0658 7.8674 0.2 0.3 -0.3 0.12
H 0.1413 3.2078 0.5192 0.2 0.0 -0.6 0.11
H -7.6928 -1.7139 -2.1611 -0.4 0.0 0.0 0.08
H -2.1571 -4.3053 -0.3504 0.1 0.1 -0.1 0.05
H -5.7208 1.2309 5.6706 0.3 0.0 -0.5 0.07
H -3.0213 2.9526 5.1600 0.4 0.0 0.1 0.06
H -0.0712 -1.4829 6.2166 -0.3 0.0 0.4 0.08
H -2.9606 -7.6504 3.1103 -0.2 -0.4 0.4 0.07
H -1.2218 -3.2963 -5.3327 -0.2 0.1 -0.1 0.09
H 0.8103 -4.6216 3.7440 -0.2 -0.3 0.0 0.06
H -3.1896 -0.1703 7.8538 0.3 0.1 0.1 0.11
H -3.6512 4.2663 6.1231 0.0 0.2 -0.1 0.09
H 2.7563 1.1545 -2.8203 0.3 0.1 0.3 0.07
H -3.0647 -4.5361 -2.5378 0.1 0.5 -0.4 0.06
H -3.8729 -0.1181 2.5708 -0.3 0.6 0.1 0.06
H -0.2651 -3.4537 4.5596 0.0 0.1 -0.3 0.05
H -4.4934 1.6314 -1.6507 -0.4 -0.2 0.5 0.05
H 3.3077 0.1676 -10.2576 0.0 -0.1 -0.1 0.09
H 0.9180 -2.7761 -8.2666 -0.2 -0.4 -0.2 0.05
H -1.9265 -6.3642 -1.1568 0.2 -0.2 -0.7 0.10
H 2.6485 -5.8130 5.4272 0.4 0.1 -0.1 0.08
H 0.5865 2.0400 -3.4881 -0.1 -0.3 0.2 0.07
H -1.4917 7.3913 6.4609 -0.7 -0.1 0.4 0.10
H 0.4150 -1.4664 4.2752 0.2 -0.2 -0.3 0.05
H 3.5588 -2.7507 -0.1910 0.2 0.2 0.1 0.08
H 2.1996 2.8309 -0.9277 0.4 0.0 0.1 0.09
H 2.5327 -1.1263 -11.2105 0.1 0.0 0.0 0.08
H 0.6731 7.5980 5.6241 0.2 0.0 0.4 0.12
H -0.8388 -1.0567 -8.0140 0.1 -0.2 -0.2 0.10
H -2.7342 2.8072 -4.8193 0.1 0.1 0.7 0.05
H 2.2943 -1.6275 -5.6247 0.0 -0.4 0.2 0.09
H -1.4207 -5.9532 3.0029 0.0 0.0 0.2 0.07
H -2.5807 0.5094 -0.6491 -0.3 -0.5 0.7 0.07
H 5.0413 1.9239 -0.5687 0.1 0.1 -0.3 0.06
H 6.0719 3.5038 -4.1278 0.2 -0.2 0.0 0.08
H -6.8079 -2.8721 6.3173 -0.1 0.0 -0.1 0.08
H -2.4447 5.4936 7.5833 -0.1 -0.1 0.0 0.11
H -3.1221 -0.8264 -6.4401 -0.2 0.7 -0.5 0.06
H 3.6530 0.1364 4.8738 0.1 0.2 -0.2 0.08
H 0.5009 -2.3788 -3.2177 0.2 -0.1 -0.1 0.04
H 3.3212 0.8231 -5.6581 -0.3 -0.2 0.4 0.07
H 5.8169 -2.0079 1.7661 -0.2 -0.2 0.4 0.08
H -7.2445 0.6997 6.1391 -0.4 -0.2 -0.2 0.08
H 4.9073 7.7316 -5.2165 0.0 0.1 0.1 0.08
H -3.9794 4.0592 -0.5341 -0.2 -0.5 -0.5 0.07
H 2.5624 -1.5940 0.7683 0.1 0.1 -0.2 0.07
H 1.3296 -0.0188 4.0696 0.3 0.1 0.0 0.08
H 1.9996 6.3020 -3.1295 0.1 0.2 -0.2 0.10
H -4.6574 -5.1612 1.6998 0.0 0.0 0.0 0.08
H 4.5415 2.6194 -4.5573 0.5 -0.2 0.0 0.07
H -1.8021 4.2612 -5.1932 0.0 0.0 -0.2 0.08
H -1.2568 -0.1546 -2.1967 -0.8 0.8 -0.4 0.03
H -6.7771 0.4834 4.4182 -0.1 0.1 -0.1 0.09
H -0.9033 4.7245 7.9331 0.1 0.5 0.2 0.12
H 0.0600 -3.7878 7.2262 -0.3 -0.2 0.2 0.12
H 7.1050 2.8615 2.4136 0.0 -0.3 0.3 0.12
H 0.0663 -1.5002 1.1477 0.2 0.1 0.0 0.07
H 3.1517 5.2098 -7.6508 -0.1 0.1 0.0 0.08
```
Positions in Å, forces in eV/Å.

Output
Net charge   0
Orbital gap   8.56 eV
Lowest unoccupied orbital energy   0.28 eV
Highest occupied orbital energy   -8.2805 eV
Energy   -5116.76837 Eh